The following is a quantum chemistry calculation of an isolated molecule of C6H9N, from the Open Molecules 2025 dataset.

Properties
- gap between HOMO and LUMO (eV) = 10.583
- net charge = 0
- highest occupied orbital energy (Eh) = -0.3440
- 2S+1 = 1
- SMILES string = C/N=C/[C@@H]1C=CC1
- maximum force (eV/A) = 0.5
- ΔE to the lowest compared entry with this formula, charge and spin (kJ/mol) = 229.3

Last columns: bonded neighbours and bond lengths (Å).
Element x y z (Å)
1 C 2.671 -0.043 0.361  N2 1.445, H8 1.096, H9 1.095, H10 1.102
2 N 1.315 -0.303 -0.067  C1 1.445, C3 1.265
3 C 0.403 -0.301 0.809  N2 1.265, C4 1.502, H11 1.104
4 C -1.044 -0.416 0.422  C3 1.502, C5 1.575, C7 1.513, H12 1.097
5 C -1.635 0.947 -0.100  C4 1.575, C6 1.512, H13 1.096, H14 1.096
6 C -1.784 0.235 -1.425  C5 1.512, C7 1.332, H15 1.086
7 C -1.312 -0.927 -0.976  C4 1.513, C6 1.332, H16 1.086
8 H 2.999 0.905 -0.082  C1 1.096
9 H 3.333 -0.823 -0.027  C1 1.095
10 H 2.790 0.022 1.455  C1 1.102
11 H 0.623 -0.146 1.880  C3 1.104
12 H -1.632 -0.873 1.229  C4 1.097
13 H -0.918 1.776 -0.078  C5 1.096
14 H -2.566 1.263 0.384  C5 1.096
15 H -2.129 0.580 -2.395  C6 1.086
16 H -1.128 -1.897 -1.428  C7 1.086